[1]
Below is a 3-piece molecular cluster, C42H44ClF6INO11P overall, with properties calculated with the ωB97M-V functional and the def2-TZVPD basis.

Each atom is followed by the atoms it is bonded to, with distances in Å.
Element x y z (Å)
1 O 3.68571 -1.71116 5.73791  C93 1.329, C103 1.442
2 C -0.77967 -2.59670 -0.72848  C14 1.532, C19 1.415, C78 1.410
3 H -1.87187 -4.32481 -0.01458  C19 1.104
4 H 4.42665 0.33674 7.29069  C36 1.092
5 C 1.68194 0.64147 -6.17413  C11 1.399, C26 1.416, H50 1.097
6 H -5.05995 -1.17856 -1.32463  C47 1.116
7 O 1.49766 -1.22410 5.64564  C93 1.196
8 H 4.72857 -0.63030 -1.03466  C39 1.089
9 C 1.06124 1.40493 -3.70675  C44 1.395, C67 1.550, N95 1.347
10 H 3.41016 -0.10873 4.42573  C103 1.092
11 C 2.59021 0.80444 -5.12299  C5 1.399, H53 1.107, N95 1.344
12 O 2.48311 4.05014 -4.02970  P23 1.642, H102 0.973
13 H -2.58942 -5.67151 3.27717  C42 1.107
14 C -0.52002 -3.28174 -2.07361  C2 1.532, H57 1.112, C76 1.572, H88 1.104
15 C -0.68763 -0.77679 0.91787  C41 1.402, C78 1.434, C97 1.517
16 H 0.27614 6.40268 -3.72276  O81 0.973
17 C -1.89414 -2.81027 1.50006  C19 1.403, C29 1.529, C41 1.437
18 H -3.67050 -2.91021 -3.48836  C21 1.114
19 C -1.53327 -3.30503 0.23722  C2 1.415, H3 1.104, C17 1.403
20 C -5.94267 2.54230 -3.27480  C40 1.567, H64 1.107, H89 1.106, H92 1.105
21 C -2.99183 -2.58420 -2.66715  H18 1.114, H35 1.106, C76 1.567, C106 1.562
22 H -3.28005 -3.07770 3.16935  C29 1.106
23 P 0.95245 4.41334 -3.55755  O12 1.642, C65 1.831, O77 1.471, O81 1.624
24 H -2.63802 -0.60442 -1.69977  C106 1.106
25 H 3.48221 -0.53148 0.19686  C39 1.092
26 C 0.30001 0.84953 -5.94606  C5 1.416, C44 1.416, H54 1.094
27 F 7.13667 1.71046 2.11254  C49 1.340
28 O 5.33156 0.31821 0.66566  C39 1.444, C87 1.327
29 C -2.74082 -3.68846 2.42171  C17 1.529, H22 1.106, C42 1.573, H104 1.111
30 C -1.90683 -0.94065 3.21325  C38 1.518, C41 1.535, H80 1.108, H82 1.100
31 F 2.96721 -3.77353 7.34478  C73 1.342
32 Cl -2.68583 5.08752 -0.81968  C62 1.787
33 F 0.93097 -3.68827 6.64969  C73 1.336
34 C 0.49035 -0.49430 -1.37532  C45 1.523, O61 1.208, C78 1.537
35 H -3.24657 -3.16011 -1.75823  C21 1.106
36 C 3.83299 0.62969 6.42258  H4 1.092, H48 1.090, H58 1.090, C103 1.514
37 H -0.04436 -5.82821 3.29619  C56 1.111
38 C -3.37341 -0.55270 3.15586  C30 1.518, C98 1.212
39 C 4.28658 0.02644 -0.28669  H8 1.089, H25 1.092, O28 1.444, C72 1.514
40 C -6.10126 1.22714 -2.43787  C20 1.567, H59 1.109, H63 1.112, O66 1.418
41 C -1.46590 -1.48286 1.84620  C15 1.402, C17 1.437, C30 1.535
42 C -1.93325 -4.78179 3.21244  H13 1.107, C29 1.573, C56 1.556, I68 2.166
43 C 0.17437 5.30921 -0.48232  H46 1.111, C62 1.548, H75 1.104, C107 1.554
44 C 0.01673 1.25663 -4.62013  C9 1.395, C26 1.416, H86 1.097
45 C 0.39902 1.02034 -1.24128  C34 1.523, C67 1.400, C79 1.412
46 H 0.23648 5.41624 0.62178  C43 1.111
47 C -4.73987 -0.70422 -2.28298  H6 1.116, O66 1.431, H105 1.110, C106 1.554
48 H 4.14200 1.62275 6.09749  C36 1.090
49 C 6.14359 1.06429 2.73825  F27 1.340, F69 1.345, C87 1.532, F101 1.336
50 H 2.04000 0.35145 -7.16961  C5 1.097
51 H -0.85892 -5.98399 1.72618  C56 1.108
52 H -0.25313 3.28225 1.26852  C74 1.098
53 H 3.64949 0.59143 -5.36368  C11 1.107
54 H -0.47225 0.73170 -6.71157  C26 1.094
55 H -1.16194 -1.87858 -3.60285  C76 1.106
56 C -0.61862 -5.26226 2.53198  H37 1.111, C42 1.556, H51 1.108, H71 1.102
57 H -0.66880 -4.37108 -1.90653  C14 1.112
58 H 2.79492 0.68469 6.75093  C36 1.090
59 H -6.73364 0.54333 -3.04023  C40 1.109
60 H -1.56076 -3.65053 -3.93396  C76 1.107
61 O 1.19757 -1.00676 -2.21007  C34 1.208
62 C -1.13075 5.94567 -1.01840  Cl32 1.787, C43 1.548, O84 1.190
63 H -6.67785 1.47902 -1.52119  C40 1.112
64 H -5.02628 3.04717 -2.91465  C20 1.107
65 C 0.58207 3.33408 -2.12577  P23 1.831, C67 1.443, C107 1.425
66 O -4.80982 0.71903 -2.14827  C40 1.418, C47 1.431
67 C 0.65275 1.90338 -2.29708  C9 1.550, C45 1.400, C65 1.443
68 I -1.47752 -4.23361 5.25758  C42 2.166
69 F 6.64853 -0.10100 3.18068  C49 1.345
70 O 0.09623 1.04385 2.33113  C97 1.208
71 H 0.04655 -4.45182 2.19212  C56 1.102
72 C 3.77622 1.28295 -0.95883  C39 1.514, H83 1.092, H91 1.092, H96 1.088
73 C 2.19597 -3.44379 6.29780  F31 1.342, F33 1.336, C93 1.532, F100 1.344
74 C -0.01392 2.91948 0.25968  H52 1.098, C79 1.396, C107 1.413
75 H 1.06514 5.83411 -0.87003  C43 1.104
76 C -1.53487 -2.83321 -3.18708  C14 1.572, C21 1.567, H55 1.106, H60 1.107
77 O 0.06802 4.21594 -4.71678  P23 1.471
78 C -0.33334 -1.30967 -0.36530  C2 1.410, C15 1.434, C34 1.537
79 C 0.07098 1.54504 0.02801  C45 1.412, C74 1.396, C97 1.542
80 H -1.84621 -1.73617 3.98230  C30 1.108
81 O 0.97656 5.99398 -3.18568  H16 0.973, P23 1.624
82 H -1.30808 -0.09855 3.58985  C30 1.100
83 H 3.31319 1.96183 -0.23915  C72 1.092
84 O -1.07950 7.01235 -1.54261  C62 1.190
85 H -5.59804 -0.36605 3.47708  C98 1.084
86 H -1.01744 1.45744 -4.31434  C44 1.097
87 C 4.93767 0.83553 1.82222  O28 1.327, C49 1.532, O99 1.197
88 H 0.51747 -3.17655 -2.43518  C14 1.104
89 H -6.82541 3.19506 -3.14408  C20 1.106
90 H -2.98224 -0.59141 -3.49173  C106 1.112
91 H 4.59905 1.82882 -1.42462  C72 1.092
92 H -5.83421 2.30728 -4.34923  C20 1.105
93 C 2.39194 -1.98767 5.86360  O1 1.329, O7 1.196, C73 1.532
94 H 5.04778 -0.39563 4.98878  C103 1.089
95 N 2.38164 1.18373 -3.85075  C9 1.347, C11 1.344
96 H 3.03824 1.03596 -1.71987  C72 1.088
97 C -0.17158 0.61474 1.23411  C15 1.517, O70 1.208, C79 1.542
98 C -4.54231 -0.25159 3.26014  C38 1.212, H85 1.084
99 O 3.80395 1.06933 2.12822  C87 1.197
100 F 2.50221 -4.29812 5.30717  C73 1.344
101 F 5.82319 1.78717 3.81575  C49 1.336
102 H 2.97110 4.89081 -4.06796  O12 0.973
103 C 4.00518 -0.37392 5.30187  O1 1.442, H10 1.092, C36 1.514, H94 1.089
104 H -3.53163 -4.22192 1.85223  C29 1.111
105 H -5.36962 -1.08050 -3.11593  C47 1.110
106 C -3.24206 -1.05009 -2.51256  C21 1.562, H24 1.106, C47 1.554, H90 1.112
107 C 0.24638 3.79410 -0.81935  C43 1.554, C65 1.425, C74 1.413

Output
**LUMO energy**: -1.1 eV
**Total energy**: -4207.71737 a.u.
**E_HOMO**: -9.193 eV
**SMILES string**: C#CCc1c(C[C@@H](C)I)cc(CCCCCOCC)c2c1C(=O)c1cc(CC(=O)Cl)c(P(=O)(O)O)c(-c3ccccn3)c1C2=O.CCOC(=O)C(F)(F)F.CCOC(=O)C(F)(F)F
**Gap between HOMO and LUMO**: 8.138 eV

***

[2]
Below is one molecule with the formula C6H12OS, with properties calculated with the ωB97M-V functional and the def2-TZVPD basis.

Each atom is followed by the atoms it is bonded to, with distances in Å.
Element x y z (Å)
1 C -0.61561 0.27321 -1.44653  S11 1.818, H12 1.060, C14 1.472, H19 1.045
2 H 0.34945 -2.49287 -1.49460  C17 1.048
3 H 0.59460 1.86058 -2.55158  S11 1.324
4 H 1.46661 -1.30323 -2.27734  C17 1.138
5 H 1.14390 -0.77214 2.60748  C18 1.128
6 H -1.61053 0.75233 0.87669  C9 1.156
7 C 0.22592 -0.56357 0.68269  C9 1.484, C14 1.326, C18 1.501
8 H 2.23643 -1.26039 1.31960  C18 1.113
9 C -0.71366 0.29469 1.44548  H6 1.156, C7 1.484, H15 1.110, O16 1.451
10 H 0.90065 -2.35313 1.60839  C18 1.094
11 S -0.11089 2.01979 -1.44212  C1 1.818, H3 1.324
12 H -0.62697 -0.08572 -2.44354  C1 1.060
13 H -1.13412 -1.35180 2.41204  O16 0.969
14 C 0.26205 -0.59368 -0.64254  C1 1.472, C7 1.326, C17 1.490
15 H -0.14345 1.14075 1.88386  C9 1.110
16 O -1.19584 -0.40759 2.62007  C9 1.451, H13 0.969
17 C 1.00650 -1.69648 -1.31359  H2 1.048, H4 1.138, C14 1.490, H20 1.073
18 C 1.16090 -1.29055 1.60526  H5 1.128, C7 1.501, H8 1.113, H10 1.094
19 H -1.61475 0.22510 -1.14408  C1 1.045
20 H 1.82259 -1.95704 -0.66819  C17 1.073

Output
**LUMO energy**: 0.7 eV
**Total energy**: -709.18483 a.u.
**E_HOMO**: -8.780 eV
**Energy relative to the best compared isomer or geometry (same formula, charge and spin)**: 143.2 kJ/mol
**SMILES string**: C/C(CO)=C(\C)CS
**Gap between HOMO and LUMO**: 9.464 eV

***

For the records above, the corresponding F_max values read 3.2; 3.5 eV/A.